Entry 1:
Computed, not measured: a molecular structure, C27H26F3FeN9O4S in a non-equilibrium geometry, with ωB97M-V/def2-TZVPD.

```
! wB97M-V def2-TZVPD RIJCOSX def2/J DEFGRID3
* xyz 1 2
H -2.2914 -1.1560 -2.7665
H -3.2981 3.1669 -3.8226
N 1.7768 0.5674 -1.4284
H 1.7305 2.5782 -0.9872
H -1.2267 5.0073 1.6764
C -3.5137 -2.2080 0.6844
C -4.2461 -2.5878 -0.4204
N 2.2214 -2.8311 -2.4761
O 4.6733 1.2654 4.7082
H -3.2236 3.1461 3.1109
C 2.3078 -0.3725 -2.1980
C -2.7007 2.1117 0.6483
C 3.7011 1.6799 4.1305
C -2.3347 -1.4610 0.4949
N 3.6608 1.1786 -3.3621
N -1.8623 3.0139 1.4928
H 1.5197 -4.7240 -2.1083
O 3.1372 2.8453 4.3779
H -4.3803 -2.5077 -2.5796
F -3.0824 -3.3483 2.7020
O 1.0021 3.0134 2.6897
C 3.2303 -2.3388 1.2939
H 4.4433 -0.7324 3.2887
C 0.5589 -3.1627 -1.0453
H -0.8860 2.6780 1.3629
H -5.1529 -3.1622 -0.2869
C -0.8404 1.1978 -2.5703
H -2.6440 1.1232 1.0992
H 4.1376 -2.3142 0.6869
C -1.9417 4.4375 1.0877
H 3.4509 3.1390 -2.7456
H -2.9481 4.8093 1.2734
O 0.3184 1.8130 0.9517
C -2.6682 -1.4869 -1.8037
F -5.1266 -3.2771 2.0152
N 1.9319 -0.1797 1.4375
H 3.3901 -3.0440 2.1098
C -2.6915 2.6382 -3.0993
C -2.9969 2.7129 -1.7476
H 2.3297 2.9911 3.8164
C 2.0414 0.9448 2.2040
C -1.1564 1.2992 -1.2310
C 2.1790 1.8195 -1.6178
N 0.7830 -1.8662 -1.0553
H -0.1860 -3.6833 -0.4608
C -1.6144 1.8724 -3.5131
C 3.1219 2.1197 -2.5874
N 3.6251 -0.3866 2.8065
H 3.6713 -0.8511 -3.7898
H -2.0698 1.7894 3.1945
C 1.7953 -1.7168 -1.9371
H -1.7032 4.5276 0.0317
C 1.0813 2.0132 1.9693
C -2.1948 2.8382 2.9336
N -1.9482 -1.1291 -0.7318
C -2.2428 2.0440 -0.7827
H -3.7281 2.4692 0.7022
H -1.3723 1.7862 -4.5652
H 2.4040 -2.6859 0.6855
S -1.2524 -0.8695 1.7066
C -3.9782 -2.5855 2.0644
H -3.8536 3.2956 -1.4242
C -3.8225 -2.2235 -1.6978
N 1.4133 -3.7462 -1.8889
H -0.0142 0.5934 -2.9115
C 3.0854 0.8384 3.0673
Fe 0.0877 -0.0053 -0.0501
C 3.2503 -0.0713 -3.1663
C 2.9093 -0.9832 1.8227
H -1.5136 3.4448 3.5233
F -4.2010 -1.5036 2.8262
*
```

Results
Total energy, Eh: -3799.652841
LUMO (alpha / beta), eV: -3.65 / -3.23
ΔE to the lowest compared entry with this formula, charge and spin, eV: 1.204
Frontier orbital gap (alpha / beta), eV: 7.2 / 7.5
<S²>: 1.208
Largest force on an atom, eV/Å: 1.34

Entry 2:
Computed, not measured: a molecular structure, C27H26F6N4P2Pd in a non-equilibrium geometry, with ωB97M-V/def2-TZVPD.

```
! wB97M-V def2-TZVPD RIJCOSX def2/J DEFGRID3
* xyz -1 2
H -3.1512 -4.5765 -2.6442
C -0.1447 1.0590 4.9857
C 4.2776 0.6771 3.1446
H -4.9751 -5.0165 -0.9598
C 2.6069 0.3703 0.9291
H -0.1781 2.0304 4.5130
C 2.3261 0.2289 -1.4605
H -2.4337 0.7629 2.2582
C -0.4194 4.0034 1.6954
H -0.4520 -0.3789 8.0323
C -2.5335 2.8838 1.9142
H -3.1707 -3.0835 -3.6206
C 4.8248 0.6691 1.8929
N -1.3596 -2.7175 0.0880
N -1.3532 -1.5202 -0.4808
C -5.1469 -1.7736 -2.1557
C -1.8075 4.0490 1.7149
H 1.3367 2.7777 1.8499
C 2.9021 0.4824 3.3295
H -4.9234 -1.2753 -3.0957
H 4.1382 0.2391 -2.6255
Pd -0.2183 0.6064 -0.0777
H -6.1999 -1.6256 -1.9312
H 4.9088 0.8197 4.0107
H 5.8913 0.7993 1.7605
H -6.1852 -3.7728 -0.6289
N -2.0153 -3.5490 -0.6101
C 0.2519 2.8086 1.8726
H -4.5175 -3.5446 -0.1087
C -0.2896 -0.2931 6.9664
C -5.1465 -3.9442 -0.9003
C -3.3659 -3.5048 -2.6311
H -3.6150 2.9146 1.9182
H -5.4553 -3.7196 -3.0125
C 2.0692 0.3372 2.2453
F -2.5136 3.6472 -1.6260
H 0.3421 -2.1903 4.2410
H -0.5196 1.8339 6.9402
C -0.3372 0.9476 6.3501
H 2.5107 0.4557 4.3360
C 4.0132 0.4937 0.7552
H -2.3219 4.9844 1.5482
C 3.7187 0.2901 -1.6286
C 4.5457 0.4366 -0.5476
C -1.8751 1.6807 2.0956
F -2.3064 1.5110 -0.7867
C -0.0382 -1.4239 6.2065
C -0.4714 1.6240 2.0768
H 5.6183 0.5089 -0.6773
H -4.5700 -1.2932 -1.3690
F -0.4011 2.8137 -1.2354
P -1.7062 2.3320 -2.0888
C 1.7666 0.2764 -0.2045
H 0.1449 4.9117 1.5315
C -4.8350 -3.2655 -2.2314
F -0.8805 0.9732 -2.5305
N -2.4687 -2.9040 -1.6907
H 0.0083 -2.3943 6.6832
F -1.1573 3.0869 -3.4025
H 1.6876 0.1459 -2.3386
P 0.2825 -0.0356 2.3619
C -2.0421 -1.6275 -1.5932
C 0.1141 -0.0688 4.2138
H -2.2277 -0.8554 -2.3083
F -2.9937 1.7918 -2.9315
C 0.1513 -1.3115 4.8421
*
```

Results
Total energy, Eh: -2673.542749
LUMO (alpha / beta), eV: 2.52 / 2.52
Frontier orbital gap (alpha / beta), eV: 6.0 / 6.8
<S²>: 0.753
Largest force on an atom, eV/Å: 1.37

Entry 3:
Computed, not measured: a molecular structure, C27H26FeO2 in a non-equilibrium geometry, with ωB97M-V/def2-TZVPD.

```
! wB97M-V def2-TZVPD RIJCOSX def2/J DEFGRID3
* xyz -2 5
C 1.0638 -2.6662 0.7367
C 4.1268 2.4823 -1.6000
H -3.3632 4.9203 -0.3786
C 3.4298 -2.3325 0.1867
C 2.2079 -3.0200 0.0035
O -0.4758 -3.9628 -0.4198
H 0.0699 0.1313 -0.7417
C 3.7101 2.7388 -0.3069
H 1.3872 0.8923 -2.7400
H -2.6595 -2.5734 -0.2620
H 3.4934 -1.5727 0.9459
C -0.4644 2.9496 1.3327
C 3.2852 1.8307 -2.4817
H -2.8779 0.6769 -1.5613
C 1.5979 1.6590 -0.7629
C -4.2097 1.6448 -0.0019
C 4.5155 -2.6079 -0.6066
C -1.9893 1.5871 2.4999
C 2.0403 1.4174 -2.0660
C -3.2389 1.5866 -1.0781
C -1.3880 2.9494 2.3831
H -1.6376 3.8120 3.0013
H -1.5903 -0.3115 1.4036
C -3.6674 -2.6937 1.6670
C -1.4448 0.7655 1.5081
H 4.3761 3.2189 0.3932
H 3.2296 -5.1235 -2.4639
C 2.4577 2.3407 0.1063
H 1.2690 -4.5981 -1.0927
Fe -2.3661 2.4147 0.6287
C 3.2740 -4.3265 -1.7385
H -3.5716 -1.6678 2.0211
C 0.3485 1.0774 -0.3043
C -2.7867 2.9404 -1.3442
H 1.1659 -1.9515 1.5301
H 5.2926 -3.8036 -2.2011
C -2.5240 -3.0317 0.7280
C -0.4437 1.5707 0.7224
O -1.2783 -2.5803 1.2113
H -2.7309 1.2801 3.2388
C -3.4871 3.8362 -0.4418
H 2.1468 2.5027 1.1239
H 3.6073 1.6306 -3.4911
C 4.4406 -3.5984 -1.5741
H -3.6534 -3.3355 2.5486
H -2.4376 -4.1159 0.5632
H -2.0353 3.2314 -2.0803
H 0.1132 3.8043 0.9750
H 5.1170 2.7702 -1.9117
H 5.4358 -2.0594 -0.4729
C -0.2651 -3.1342 0.4625
C -4.3643 3.0338 0.3901
H -4.6445 -2.7934 1.1894
H -4.7366 0.7940 0.4371
C 2.1772 -4.0375 -0.9719
H -5.0471 3.4083 1.1578
*
```

Results
Total energy, Eh: -2458.407455
LUMO (alpha / beta), eV: 4.30 / 2.98
Frontier orbital gap (alpha / beta), eV: 1.8 / 6.7
<S²>: 6.133
Largest force on an atom, eV/Å: 3.01

total energy of number 2 (C27H26F6N4P2Pd)? -2673.542749 Eh

Look up the <S²> of the first one. 1.208

Which formula does entry 2 have? C27H26F6N4P2Pd